The following is a quantum chemistry calculation of a molecular structure, C24H20MnN5O2S, from the OMol25 dataset.

The calculation puts the strongest force on any atom at 3.6 eV/A. The relative energy (zero: lowest compared OMol25 entry of this formula, charge and spin) is 0.00 kcal per mole. Its expectation value of S² is 6.1018. Its frontier orbital gap (spin up / spin down) is 5.5740 / 6.0747 eV. Its spin multiplicity is 5. The total energy is -2900.09032 hartree.

```
53
Properties=species:S:1:pos:R:3:forces:R:3
Mn 0.08382 -0.65484 -0.21492 0.038 0.370 3.588
O 2.51025 -3.01535 2.28870 -0.803 0.563 -0.755
C 1.94656 -2.32714 1.42733 -1.197 0.159 1.261
N 0.65557 -1.81015 1.40564 1.591 0.064 -1.542
C -0.34608 -2.06083 2.33823 -1.135 -0.152 1.310
C -0.17630 -2.84979 3.50558 -0.628 0.710 -0.738
C -1.29964 -3.07379 4.33014 0.529 0.230 -0.466
C -2.54489 -2.53614 4.01145 -0.078 -0.428 0.115
C -2.72774 -1.73395 2.88348 0.071 0.350 -0.177
C -1.63110 -1.45930 2.05512 0.672 -1.128 0.868
N -1.65849 -0.69749 0.90331 -0.940 0.485 -2.148
C -2.80443 -0.33279 0.21981 0.816 -0.948 1.964
O -3.97756 -0.48696 0.57392 0.657 0.392 -0.770
C -2.43895 0.28136 -1.09532 0.763 0.247 -1.476
C -3.39165 0.69184 -2.04163 0.877 -0.457 0.606
C -2.93486 1.17389 -3.26183 -0.729 0.145 -0.288
C -1.57052 1.33247 -3.50928 0.150 0.483 -0.580
C -0.67436 0.95372 -2.53394 -0.255 -0.203 0.533
N -1.10390 0.35018 -1.40559 -0.791 0.958 -0.282
C 2.72010 -1.93405 0.21945 -0.206 0.645 -1.503
C 4.07356 -2.22547 0.10463 0.349 0.056 -0.103
C 4.75663 -1.79777 -1.04584 -0.605 -0.243 0.840
C 4.04521 -1.13658 -2.03632 0.791 0.058 -0.855
C 2.69451 -0.92110 -1.88614 -0.448 -0.081 0.736
N 2.03022 -1.29429 -0.77302 1.645 -0.251 -0.303
H 0.82913 -3.22935 3.67923 -0.478 -0.072 0.260
H -1.19421 -3.66685 5.23408 0.027 0.012 -0.163
H -3.39681 -2.82659 4.63855 0.295 0.397 -0.256
H -3.68936 -1.27806 2.61021 0.530 -0.440 0.340
H -4.43164 0.52903 -1.77674 0.087 0.256 -0.155
H -3.69141 1.44977 -4.01327 0.594 -0.099 0.288
H -1.17719 1.77068 -4.44554 -0.469 -0.274 0.685
H 0.40165 1.16226 -2.60487 -0.486 -0.316 -0.027
H 4.55175 -2.76555 0.93835 -0.269 0.392 -0.585
H 5.81855 -1.97522 -1.14600 -0.009 -0.013 -0.040
H 4.55662 -0.80374 -2.95647 -0.386 -0.178 0.618
H 2.12967 -0.40597 -2.66866 0.073 -0.191 0.322
S 1.12425 1.36679 1.01502 0.358 -2.290 0.024
C 0.67499 2.88107 0.41552 -0.987 2.740 -0.956
C 1.38783 3.54992 -0.62805 -0.277 -0.379 0.502
C 1.16474 4.88886 -0.92426 -0.077 0.606 0.316
C 0.21712 5.62341 -0.17389 0.153 0.508 -0.868
C -0.58910 4.97306 0.74807 0.273 -0.728 0.158
C -0.37927 3.61441 1.03844 0.674 -0.064 -0.573
H 2.16511 2.98333 -1.14386 -0.110 0.190 0.100
H 1.77542 5.40851 -1.69085 -0.477 -0.461 0.561
H 0.07622 6.71494 -0.35642 0.159 -1.048 0.102
H -1.36188 5.52325 1.27303 0.035 -0.051 0.000
H -0.97743 3.07653 1.77069 0.062 0.258 -0.020
N -0.47081 -2.46945 -1.24194 -0.563 -1.420 -0.407
H -0.14991 -3.21280 -0.60803 0.082 0.370 -0.228
H -1.48143 -2.61391 -1.27338 0.069 0.180 -0.062
H -0.11857 -2.70405 -2.17190 -0.017 0.088 0.230
```
Forces are in eV/Å.